Record 1
Here is C63H48F3NP2SbZn as an isolated structure from the OMol25 dataset. Energies are from ωB97M-V with the def2-TZVPD basis set.

```
119
Properties=species:S:1:pos:R:3:forces:R:3
Zn 0.5076 1.3538 0.6374 -0.22 -0.19 -0.60
C 2.4912 -0.8802 1.6213 -0.11 0.03 -0.14
P 2.5803 -0.4275 -0.1874 0.69 0.25 0.11
C 2.5956 1.4002 -0.0886 -0.48 -0.67 -0.07
C 3.6298 2.0735 0.6426 0.07 0.29 0.15
C 4.2130 3.2218 0.2182 0.07 -0.14 0.28
C 3.9355 3.7325 -1.1036 -0.09 -0.04 -0.24
C 2.9863 3.1849 -1.8744 0.08 -0.03 -0.02
C 2.0319 2.1615 -1.3174 0.24 0.46 0.04
C 4.3508 -0.8670 -0.5165 -0.08 -0.07 -0.13
C 4.6740 -1.2135 -1.8298 -0.02 0.02 0.09
C 5.9821 -1.4890 -2.2000 0.05 -0.02 -0.09
C 6.9978 -1.4268 -1.2574 -0.04 0.00 0.01
C 6.6904 -1.0899 0.0537 0.09 -0.02 0.03
C 5.3820 -0.8128 0.4206 0.01 -0.05 -0.02
C 1.0684 -1.0972 2.0482 -0.07 -0.12 0.11
C 0.5501 -1.9429 3.0065 0.05 0.14 -0.01
C -0.8608 -1.7977 2.9593 -0.05 0.07 0.03
C -1.1307 -0.8510 1.9867 0.03 0.03 0.07
C -2.4538 -0.2604 1.5809 0.11 -0.04 -0.08
P -2.2834 1.0195 0.2355 -0.40 0.02 0.44
C -3.0527 0.1674 -1.1818 0.11 0.08 -0.04
C -2.6064 -1.1163 -1.4936 -0.03 0.03 0.02
C -3.1209 -1.7996 -2.5837 0.02 -0.03 0.00
C -4.0768 -1.1969 -3.3901 0.02 -0.01 -0.01
C -4.4927 0.0978 -3.1128 -0.04 -0.01 -0.06
C -3.9776 0.7836 -2.0223 0.05 -0.03 0.02
C -3.5889 2.1798 0.7932 0.16 0.00 -0.06
C -3.1812 3.4469 1.2028 0.05 -0.05 -0.07
C -4.0926 4.3339 1.7612 -0.03 0.04 0.00
C -5.4161 3.9541 1.9163 0.02 0.04 0.02
C -5.8341 2.6960 1.4973 -0.06 -0.04 -0.03
C -4.9271 1.8119 0.9370 0.02 0.07 0.02
N 0.0416 -0.4266 1.4278 0.14 0.64 0.20
H 2.9635 -0.0907 2.2137 0.06 -0.07 0.03
H 3.0618 -1.7995 1.7752 -0.01 -0.01 0.03
H 3.9713 1.6420 1.5799 -0.01 -0.01 0.01
H 4.9637 3.7104 0.8280 0.00 -0.03 0.00
H 4.5608 4.5318 -1.4870 -0.04 0.01 -0.04
H 2.8167 3.5191 -2.8924 0.07 0.03 0.00
H 1.7514 1.4415 -2.0920 -0.08 0.05 0.00
H 3.8786 -1.2609 -2.5674 0.02 0.00 -0.02
H 6.2102 -1.7558 -3.2257 -0.01 0.02 0.01
H 8.0210 -1.6383 -1.5419 0.00 -0.01 0.01
H 7.4797 -1.0403 0.7948 -0.02 0.01 0.00
H 5.1694 -0.5534 1.4505 -0.02 0.03 0.00
H 1.1140 -2.5857 3.6658 0.02 -0.05 -0.08
H -1.5799 -2.2841 3.6032 -0.05 -0.03 -0.09
H -2.9071 0.2516 2.4325 -0.05 0.01 -0.02
H -3.1535 -1.0338 1.2520 -0.03 0.00 0.06
H -1.8372 -1.5715 -0.8779 -0.03 -0.01 0.00
H -2.7713 -2.8019 -2.8025 0.01 0.01 -0.01
H -4.4832 -1.7303 -4.2402 -0.01 0.01 0.00
H -5.2264 0.5753 -3.7509 0.02 0.02 0.01
H -4.2949 1.7995 -1.8216 -0.06 -0.01 0.01
H -2.1416 3.7373 1.0816 -0.02 0.04 -0.02
H -3.7627 5.3193 2.0651 0.02 -0.01 0.03
H -6.1248 4.6349 2.3716 -0.01 0.01 -0.05
H -6.8722 2.4069 1.6097 0.01 -0.01 0.01
H -5.2515 0.8296 0.6139 -0.02 0.00 0.01
C 0.7664 2.8295 -0.8066 -0.22 -0.45 0.23
C 0.3328 4.0194 -0.6712 -0.09 0.18 0.13
C -0.2229 5.1917 -0.3308 0.12 -0.23 -0.16
C 0.0526 5.7607 0.9991 0.11 0.11 0.19
C 1.0560 5.2174 1.8205 0.03 0.00 -0.14
C 1.2836 5.6941 3.0981 -0.03 0.08 0.04
C 0.5206 6.7371 3.6096 -0.02 0.02 0.04
C -0.4852 7.2761 2.8222 -0.01 0.03 0.08
C -0.7187 6.7998 1.5412 -0.03 -0.10 -0.06
C -1.1573 5.8516 -1.2736 -0.08 0.06 -0.04
C -1.0508 7.2163 -1.5583 -0.02 -0.03 0.00
C -1.9132 7.8315 -2.4520 0.00 0.00 0.00
C -2.9097 7.0977 -3.0816 0.03 0.04 -0.05
C -3.0169 5.7387 -2.8222 -0.05 0.01 -0.03
C -2.1473 5.1228 -1.9358 0.02 0.01 0.01
H 1.6800 4.4237 1.4284 0.04 -0.04 -0.03
H 2.0689 5.2538 3.7014 0.01 -0.01 -0.04
H 0.7059 7.1264 4.6033 0.00 -0.04 0.00
H -1.1030 8.0768 3.2133 0.00 0.01 -0.03
H -1.5239 7.2323 0.9614 0.01 -0.01 -0.02
H -0.2670 7.7934 -1.0828 0.00 0.00 0.02
H -1.8000 8.8879 -2.6658 -0.01 0.00 0.01
H -3.5817 7.5788 -3.7817 -0.02 -0.01 0.02
H -3.7927 5.1598 -3.3101 0.04 -0.04 0.00
H -2.2184 4.0569 -1.7561 -0.01 -0.03 0.06
F 3.2825 -6.8849 4.3495 0.03 -0.04 0.04
C 2.5739 -6.1838 3.4345 -0.06 0.05 -0.06
C 3.2374 -5.6210 2.3653 0.09 -0.01 0.02
C 2.5006 -4.9068 1.4277 -0.05 0.01 -0.01
C 1.1248 -4.7632 1.5578 -0.15 0.11 -0.17
C 0.4937 -5.3327 2.6610 0.07 0.02 0.01
C 1.2096 -6.0532 3.6057 -0.02 0.00 0.02
Sb -0.0452 -3.5797 0.1734 0.00 -0.59 -0.14
C -1.6514 -5.0560 0.1478 0.21 0.27 0.08
C -1.4202 -6.4260 0.2607 -0.06 -0.02 -0.03
C -2.4703 -7.3323 0.2708 0.00 -0.08 -0.02
C -3.7610 -6.8489 0.1694 0.10 0.13 0.00
F -4.7884 -7.7262 0.1836 -0.06 -0.06 0.00
C -4.0350 -5.5028 0.0531 -0.08 -0.04 -0.01
C -2.9668 -4.6134 0.0434 0.07 0.06 -0.01
C 0.9086 -4.4237 -1.5904 -0.11 0.16 0.16
C 2.1662 -3.9333 -1.9409 -0.04 -0.02 0.02
C 2.8307 -4.3894 -3.0705 0.09 0.03 -0.03
C 2.2057 -5.3319 -3.8601 -0.08 0.01 0.07
F 2.8392 -5.7854 -4.9664 0.03 -0.01 -0.04
C 0.9481 -5.8198 -3.5684 -0.01 -0.03 -0.04
C 0.3032 -5.3560 -2.4284 0.09 0.02 0.00
H 4.3085 -5.7435 2.2711 0.00 0.01 0.01
H 3.0193 -4.4590 0.5874 0.03 -0.05 0.01
H -0.5739 -5.2036 2.7950 -0.01 -0.05 0.02
H 0.7239 -6.5062 4.4601 0.03 0.01 0.01
H -0.4047 -6.7965 0.3362 0.00 -0.01 0.02
H -2.3018 -8.3985 0.3517 -0.01 0.01 0.01
H -5.0609 -5.1671 -0.0240 0.01 0.00 -0.01
H -3.1664 -3.5508 -0.0542 -0.06 -0.03 0.05
H 2.6334 -3.1648 -1.3330 0.04 -0.01 -0.06
H 3.8090 -4.0131 -3.3418 -0.01 -0.02 0.00
H 0.4867 -6.5469 -4.2242 0.02 0.01 -0.01
H -0.6856 -5.7310 -2.1977 -0.01 -0.04 -0.02
```
Forces are in eV/Å.

Molar mass in g mol⁻¹: 1125.2
Charge: -1
Energy in Ha: -5486.1237

***

Record 2
Here is C63H50AsBrN4O3SSbSr as an isolated structure in a non-equilibrium geometry from the OMol25 dataset. Energies are from ωB97M-V with the def2-TZVPD basis set.

```
125
Properties=species:S:1:pos:R:3:forces:R:3
Sr -0.1684 0.9907 -0.8918 -0.30 0.84 0.63
C 4.1655 2.5871 -2.0073 -0.04 -0.03 0.07
O 4.6208 1.2461 -2.1250 -0.06 -0.11 -0.11
C 3.9061 0.5069 -3.0572 -0.03 -0.04 0.05
C 4.5750 -0.0131 -4.1420 0.07 0.15 0.10
C 3.9160 -0.8154 -5.0696 -0.06 -0.05 -0.01
C 2.5672 -1.0526 -4.8979 0.17 0.04 -0.03
C 1.8543 -0.5285 -3.8160 -0.22 -0.05 -0.03
C 0.4064 -0.7818 -3.8330 0.11 0.15 -0.06
N -0.4751 -0.2443 -3.0769 -0.25 -0.32 -0.36
N -1.8050 -0.5623 -3.4279 0.48 0.12 0.16
C -2.6513 0.0787 -2.6469 -0.51 -0.40 -0.23
O -2.4006 0.8719 -1.6961 0.06 0.11 0.02
C -4.1098 -0.1995 -2.9082 0.14 0.07 -0.02
C -5.0566 0.5820 -2.2544 -0.04 -0.09 0.02
C -6.4090 0.3473 -2.4529 -0.03 0.03 0.04
C -6.8240 -0.6718 -3.2955 -0.02 -0.04 -0.02
C -5.8798 -1.4608 -3.9403 -0.08 -0.04 -0.04
C -4.5295 -1.2251 -3.7495 0.05 0.00 -0.04
C 2.5321 0.2293 -2.8170 -0.09 -0.12 -0.17
O 1.9586 0.6331 -1.7331 0.43 -0.14 -0.02
H 4.3295 3.1244 -2.9474 -0.04 0.03 0.00
H 4.7595 3.0519 -1.2191 0.00 -0.01 -0.01
H 3.1065 2.6143 -1.7341 0.08 0.04 -0.05
H 5.6310 0.2112 -4.2344 0.03 -0.01 -0.04
H 4.4479 -1.2401 -5.9091 0.04 -0.01 -0.03
H 2.0345 -1.6560 -5.6230 -0.05 -0.03 -0.03
H 0.0457 -1.4277 -4.6419 0.05 0.02 0.05
H -4.7231 1.3545 -1.5760 0.06 0.05 0.03
H -7.1359 0.9563 -1.9308 -0.03 0.01 0.01
H -7.8787 -0.8621 -3.4466 -0.05 0.01 0.01
H -6.2021 -2.2648 -4.5910 0.00 -0.01 -0.01
H -3.7813 -1.8277 -4.2443 0.03 -0.01 -0.01
S -1.8531 3.2277 1.0572 -0.01 0.01 -0.19
C -3.4738 2.6061 1.0963 -0.11 0.14 0.05
C -4.6000 3.4236 0.9326 0.06 0.23 -0.06
C -5.8813 2.9151 1.0101 -0.10 -0.02 0.01
C -6.0982 1.5641 1.2587 0.03 -0.03 -0.02
C -4.9986 0.7329 1.4203 -0.13 -0.05 -0.07
C -3.7158 1.2480 1.3350 0.33 -0.33 0.14
As -2.1094 0.1670 1.4722 -0.24 -0.26 0.20
C -2.9185 -1.6254 1.6069 0.15 0.45 -0.17
C -3.0753 -2.2999 0.4020 0.00 -0.13 -0.12
C -3.6121 -3.5782 0.3760 -0.01 -0.03 -0.05
C -3.9932 -4.1914 1.5601 -0.02 -0.03 0.04
C -3.8447 -3.5168 2.7647 -0.04 -0.13 0.05
C -3.3107 -2.2371 2.7880 0.02 0.00 0.16
C -1.6093 0.3838 3.3466 -0.16 0.13 -0.08
C -2.3118 1.2166 4.2118 0.07 -0.06 -0.05
C -1.8975 1.3589 5.5293 -0.13 0.10 -0.05
C -0.7858 0.6724 5.9905 0.06 -0.04 0.08
C -0.0773 -0.1522 5.1283 0.10 -0.04 0.08
C -0.4831 -0.2865 3.8099 0.08 -0.07 -0.05
H -4.4435 4.4794 0.7451 0.00 -0.01 -0.01
H -6.7221 3.5855 0.8761 -0.05 -0.01 0.00
H -7.1017 1.1641 1.3097 -0.04 -0.02 0.02
H -5.1394 -0.3268 1.5929 -0.05 -0.02 0.02
H -2.7741 -1.8325 -0.5313 -0.01 0.03 0.02
H -3.7268 -4.0913 -0.5704 -0.01 -0.02 -0.01
H -4.4060 -5.1924 1.5457 0.00 -0.01 0.00
H -4.1470 -3.9890 3.6923 0.00 -0.01 -0.01
H -3.1928 -1.7189 3.7338 0.00 0.00 -0.03
H -3.1725 1.7612 3.8420 0.00 0.01 0.02
H -2.4466 2.0163 6.1920 0.01 0.00 0.03
H -0.4662 0.7865 7.0184 0.02 0.00 0.02
H 0.8011 -0.6831 5.4755 0.01 0.00 0.01
H 0.0967 -0.9206 3.1417 -0.07 0.05 0.02
Br 3.8952 3.4538 5.2954 0.00 0.02 0.04
C 2.9692 3.4484 3.6369 -0.01 0.05 0.03
C 1.8200 2.6848 3.5054 0.00 0.02 0.01
C 1.1626 2.6691 2.2906 0.28 0.04 0.19
C 1.6540 3.4225 1.2299 -0.41 -0.31 -0.47
C 2.8111 4.1732 1.3652 0.09 -0.02 0.21
C 3.4743 4.1905 2.5853 -0.01 0.00 0.01
N 0.9674 3.3038 -0.0109 0.44 0.83 -0.35
C 0.7865 4.3580 -0.7031 -0.18 -0.43 -0.21
C 0.1632 4.3197 -2.0590 0.20 0.06 0.33
C -0.0437 5.5098 -2.7491 -0.06 -0.34 -0.02
C -0.6133 5.4382 -4.0140 0.01 0.00 0.04
C -0.9488 4.2008 -4.5304 0.02 -0.27 0.07
C -0.7053 3.0580 -3.7638 -0.09 0.39 -0.14
N -0.1581 3.1220 -2.5632 0.10 0.12 0.36
H 1.4349 2.1011 4.3289 0.02 -0.01 0.07
H 0.2427 2.1134 2.1710 -0.02 -0.03 -0.02
H 3.2219 4.7070 0.5193 -0.01 0.02 -0.06
H 4.3860 4.7577 2.7061 0.03 0.02 0.02
H 1.0600 5.3544 -0.3433 0.03 -0.06 0.09
H 0.2208 6.4576 -2.3005 0.02 0.00 0.02
H -0.7964 6.3415 -4.5810 -0.01 0.01 -0.02
H -1.4014 4.0938 -5.5063 0.00 0.06 -0.02
H -0.9681 2.0689 -4.1172 -0.02 -0.04 -0.04
C 0.9039 -5.8517 2.9970 -0.02 -0.08 0.06
C -0.0902 -4.8925 2.9091 -0.04 0.07 -0.05
C 0.1032 -3.7666 2.1167 -0.18 -0.01 0.09
C 1.2885 -3.5855 1.4155 0.05 0.05 0.03
C 2.2764 -4.5599 1.5062 0.20 -0.04 -0.06
C 2.0873 -5.6849 2.2906 0.05 -0.10 0.03
Sb 1.5355 -1.8149 0.2535 -0.42 0.28 -0.19
C 2.8203 -2.6924 -1.1830 0.08 -0.21 0.07
C 2.2618 -3.6560 -2.0184 -0.07 -0.02 0.00
C 3.0471 -4.3460 -2.9259 -0.04 -0.03 -0.07
C 4.4025 -4.0689 -3.0164 0.04 -0.05 -0.07
C 4.9620 -3.1008 -2.2019 0.07 0.08 0.03
C 4.1758 -2.4185 -1.2828 0.06 0.07 0.00
C 2.9512 -0.8393 1.5118 0.02 -0.16 0.05
C 3.6281 0.2838 1.0458 0.02 0.12 -0.09
C 4.5136 0.9569 1.8729 0.06 0.05 0.01
C 4.7116 0.5380 3.1796 0.09 0.01 0.00
C 4.0261 -0.5681 3.6555 -0.01 -0.03 0.06
C 3.1571 -1.2588 2.8221 -0.04 -0.02 0.08
H 0.7581 -6.7334 3.6089 -0.01 -0.01 0.01
H -1.0253 -5.0091 3.4403 -0.03 -0.03 0.04
H -0.6977 -3.0368 2.0481 0.04 -0.01 -0.01
H 3.2057 -4.4479 0.9563 -0.03 0.03 0.00
H 2.8654 -6.4357 2.3504 0.01 -0.02 0.01
H 1.2008 -3.8777 -1.9658 -0.03 0.00 0.03
H 2.5971 -5.0910 -3.5697 0.00 -0.02 -0.02
H 5.0191 -4.5968 -3.7325 0.01 -0.02 -0.02
H 6.0152 -2.8643 -2.2828 0.03 0.00 0.00
H 4.6297 -1.6614 -0.6548 0.00 0.02 0.03
H 3.4684 0.6368 0.0343 -0.01 -0.02 -0.08
H 5.0398 1.8231 1.4920 0.02 0.01 0.00
H 5.3899 1.0775 3.8285 0.00 0.00 0.00
H 4.1669 -0.8973 4.6778 0.01 0.00 0.02
H 2.6342 -2.1274 3.2049 0.00 -0.05 0.01
```
Forces are in eV/Å.

Molar mass in g mol⁻¹: 1307.4
Charge: -1
Energy in Ha: -8354.6086